DFT (ωB97M-V/def2-TZVPD) results for 13 unconnected molecules or ions with the total composition CH27O13.

## Properties
HOMO energy: -5.927 eV
Frontier orbital gap: 8.7 eV
Max |F|: 3.07 eV Å⁻¹
Molar mass: 247.2 g mol⁻¹
Energy relative to the best compared isomer or geometry (same formula, charge and spin): 108.3 kJ/mol
Multiplicity: 1
Total charge: -1
Energy: -1032.46092 hartree

Each line ends with the Löwdin charge.
Element x y z (Å)
O -3.43455 0.06135 0.80226  -0.055
O 0.36064 -0.54158 -2.96457  -0.057
H -2.82168 -0.54241 1.22555  0.003
H 1.70403 2.49284 -2.55413  0.055
O 2.25446 -2.64688 -1.92060  -0.102
H 3.58940 0.01266 0.11367  0.008
H -0.12503 0.22405 0.94730  0.015
O 1.54158 -1.45114 2.15556  -0.042
O 0.77899 -0.92460 -0.29153  -0.413
H -1.89817 2.49446 -0.06942  0.011
H 1.31409 3.83794 -1.76066  0.029
H -3.56894 -0.41078 -0.05834  0.095
H 0.14068 1.42116 2.85833  -0.019
H -1.46433 -3.34387 -0.13934  0.022
C -0.28414 -0.07961 -0.02114  -0.250
H 0.14499 2.35377 0.95869  0.006
H 2.45142 -1.21153 2.08858  0.012
H -1.21794 -0.62340 0.13360  0.057
H -1.19198 -1.62974 3.46801  0.057
O -1.86644 0.94801 -3.38604  -0.114
H -1.93841 1.58177 -2.65699  0.010
H 2.18470 -0.15840 -0.50878  -0.034
H 0.41418 -0.67040 -2.01900  -0.024
H 1.27829 -0.63028 -3.25686  0.063
O 1.32631 2.87571 -1.73338  -0.066
H -0.48365 -2.36166 -0.61448  -0.011
H -1.09630 0.31597 -3.36859  0.001
O -0.31071 0.83124 3.47339  -0.090
H 1.11528 -1.21099 1.34644  -0.046
H -0.36201 0.71361 -0.74489  0.074
O 0.83530 2.54562 1.59610  -0.018
H 0.40493 0.44907 4.07405  0.083
H 1.60106 2.10263 1.36110  0.010
H -0.96994 -0.77183 2.33579  -0.039
O -0.95996 -3.14729 -0.92986  -0.062
H 1.82372 -1.98951 -1.30166  0.001
O -1.99385 2.29536 0.84182  -0.044
H 1.51215 -3.21635 -2.17243  0.025
O 3.10625 0.12868 -0.70271  -0.084
O -1.47576 -1.54403 2.54199  -0.057
H -2.41868 1.42035 0.85318  -0.012


DFT (ωB97M-V/def2-TZVPD) results for 2 unconnected molecules or ions with the total composition C2H11N2O.

## Properties
HOMO energy: -14.613 eV
Frontier orbital gap: 11.3 eV
Max |F|: 3.50 eV Å⁻¹
Molar mass: 79.1 g mol⁻¹
Energy relative to the best compared isomer or geometry (same formula, charge and spin): 134.8 kJ/mol
Multiplicity: 1
Total charge: +1
Energy: -267.27334 hartree

Each line ends with the Löwdin charge.
Element x y z (Å)
N -1.59729 0.09007 -0.56961  -0.014
H 2.32625 -1.27150 -1.04313  0.113
H 1.88663 0.22562 -0.31786  0.085
O -0.04583 1.41415 0.72623  -0.057
H -2.09285 -0.11241 0.29542  0.089
H 2.64480 -1.00933 0.64900  0.103
N 0.60856 -1.32794 0.45725  0.108
H -0.33390 1.55893 -1.28243  0.130
H 0.30242 -2.28624 0.48881  0.163
H -1.69726 2.13558 -0.23057  0.135
C -0.91429 1.36702 -0.38039  -0.324
H 0.21824 -0.78412 1.24466  0.151
H -0.16281 -0.89782 -0.13418  0.086
H -0.63016 1.56562 1.49083  0.117
C 1.88463 -0.84109 -0.12786  -0.028
H -2.39716 0.17345 -1.26614  0.144


DFT (ωB97M-V/def2-TZVPD) results for a molecular structure, C25H17F9N8ORuS2.

## Properties
HOMO energy (spin up / spin down): -11.286 / -11.331 eV
Frontier orbital gap (spin up / spin down): 7.2 / 6.8 eV
Max |F|: 2.27 eV Å⁻¹
Molar mass: 781.7 g mol⁻¹
Energy relative to the best compared isomer or geometry (same formula, charge and spin): 262.7 kJ/mol
Multiplicity: 2
Total charge: +1
Energy: -3266.06074 hartree

Each line ends with the Mulliken spin population.
Element x y z (Å)
C 3.33510 1.38314 3.57387  0.001
H 3.25514 -5.30494 0.82951  0.000
H -2.37631 -2.03758 0.07188  0.003
C -2.70800 3.76618 1.56163  -0.004
N -3.77633 4.22294 0.90321  0.000
C 2.01965 1.24948 3.98087  0.011
H 1.73183 1.33704 5.01912  -0.002
C 0.84033 -7.44216 -1.18967  0.000
C 0.81728 -0.55043 -1.27050  -0.002
C 0.39588 4.43060 -0.12313  -0.015
N 1.14734 -7.79921 0.04922  0.000
N 0.05841 -0.73181 -0.18467  -0.036
C 0.20707 3.41792 -1.32764  0.019
O -0.25314 2.19847 -0.98962  0.053
H 2.82299 0.98434 0.25330  0.002
F 1.57569 2.19873 -2.84620  0.000
N 1.37301 0.92081 1.71301  -0.006
H -2.11833 4.33647 2.25823  0.001
N -2.85402 -0.03083 0.17925  -0.006
C 0.14912 -1.88703 0.48055  -0.012
N -2.53310 2.50183 1.24817  -0.006
H -4.17524 5.14813 0.90879  0.000
F -0.81378 3.36458 -3.47886  0.001
C -3.75768 0.89727 -0.14449  -0.013
C 1.34253 -6.29136 -1.78863  0.000
N -4.31853 3.26592 0.14292  0.000
C -4.26029 -1.60760 -0.88370  -0.002
C 1.05768 1.01726 3.00556  0.016
C -4.89407 0.56849 -0.88677  -0.003
F 1.44796 5.23168 -0.25727  0.000
C 2.55476 -5.88397 0.24244  0.000
F 1.99679 4.31678 -2.70335  0.000
N -5.13454 -0.67804 -1.24774  0.004
C 1.66649 -1.52617 -1.74371  -0.001
C 3.65541 1.28350 2.22296  0.002
C 1.98528 -7.04668 0.74887  0.000
H 2.20780 -7.38331 1.75495  0.000
H -5.60097 1.33609 -1.17452  0.000
H -0.45430 -1.97727 1.37665  0.006
Ru -0.78391 1.05659 0.81239  0.913
C -3.10331 -1.28247 -0.18881  -0.004
H 2.26207 -1.34100 -2.62690  0.000
F 2.53754 2.97620 -1.07693  0.000
H 1.07099 -6.02187 -2.79971  0.000
F -0.67567 5.22444 0.05846  -0.001
H 0.70884 0.40046 -1.77986  0.000
S 2.80120 -3.97586 -1.77142  0.001
H -4.48593 -2.62931 -1.15970  0.000
C 1.60201 3.24688 -2.01272  -0.003
F -2.04052 4.01615 -1.82245  0.000
H 0.15847 -8.09455 -1.72269  0.000
C 2.19989 -5.49969 -1.04203  0.000
C 0.95366 -2.92333 0.06398  0.002
H 0.96295 -3.84048 0.62783  0.000
C 1.73559 -2.75743 -1.08335  0.002
F -0.51516 5.33528 -2.62650  0.000
C -3.54063 2.23786 0.36385  0.017
C -0.79572 4.05824 -2.33923  0.002
H 4.67481 1.38717 1.88201  0.000
F 0.55963 3.76213 1.03823  0.000
C 2.63635 1.06004 1.31700  -0.001
S -0.64722 0.83509 3.29784  0.064
H 4.10912 1.57020 4.30623  0.000